1.
Here is C4H10CsO2 as an isolated structure at a distorted geometry from the OMol25 dataset. Energies are from ωB97M-V/def2-TZVPD.

Results
* Kohn-Sham gap: 8.189 eV
* calculated total energy: -328.76368 Ha
* charge: +1
* lowest unoccupied orbital energy: -3.83 eV
* HOMO energy: -12.02 eV

Positions of all 17 atoms, in Å:
Cs1 -5.0296 -1.0598 1.6012
O1 0.3582 1.1401 0.7786
O2 -1.2362 -1.0434 -0.4282
C1 1.4068 1.9763 1.3373
C2 -0.5739 0.0255 -1.1267
C3 0.6431 0.6781 -0.4777
C4 -0.5600 -2.2775 -0.3046
H1 1.1126 2.2966 2.3368
H2 -0.3251 -2.7274 -1.2693
H3 -1.3226 0.8121 -1.2195
H4 1.6578 2.8091 0.6805
H5 0.4059 -2.0424 0.1426
H6 1.4558 -0.0470 -0.5225
H7 2.2338 1.2673 1.2983
H8 1.0707 1.4527 -1.1143
H9 -1.0154 -2.9604 0.4126
H10 -0.2818 -0.2999 -2.1252

Cartesian forces, eV/Å:
Cs 0.202 0.032 -0.096
O -0.684 1.246 1.314
O -0.811 0.393 0.186
C -0.291 -1.696 -1.011
C -0.176 0.262 0.140
C 0.462 -1.119 -0.857
C 1.758 0.996 0.161
H 0.120 -0.158 -0.221
H -0.432 -0.266 -0.116
H -0.230 -0.199 -0.079
H -0.262 0.211 0.018
H 0.359 -0.285 0.111
H 0.409 -0.487 0.661
H 0.714 0.529 0.788
H -0.549 0.469 -0.444
H -0.592 0.179 -0.390
H 0.006 -0.108 -0.166

Here are the natural (NBO) charges for atoms 1 to 6, given in e: Cs 0.998; O -0.547; O -0.569; C -0.249; C -0.072; C -0.095

2.
Here is C4H10F26HfNO6P4S2 as an isolated structure at a distorted geometry from the OMol25 dataset. Energies are from ωB97M-V/def2-TZVPD.

Results
* Kohn-Sham gap (spin up / spin down): 5.505 / 9.684 eV
* calculated total energy: -5471.75465 Ha
* charge: -2
* expectation value of S²: 0.752
* lowest unoccupied orbital energy (spin up / spin down): 3.86 / 3.86 eV
* HOMO energy (spin up / spin down): -1.64 / -5.82 eV
* multiplicity: 2

Positions of all 54 atoms, in Å:
Hf1 -0.1796 0.1728 -0.0077
S1 -3.5978 0.1176 0.9630
S2 -2.5524 1.8068 2.1867
P1 -0.5919 -3.0656 -0.0210
P2 1.2225 3.0106 -0.0721
P3 -2.3632 1.4702 -3.0534
P4 1.5450 -1.4322 -3.4268
F1 1.0016 4.1308 -1.2568
F2 2.7382 2.7840 -0.1461
F3 2.0151 -2.5934 -2.3476
F4 -3.2861 2.5418 -3.8721
F5 -1.1509 -1.8508 0.8366
F6 -1.0832 1.9696 2.6842
F7 0.1485 -2.2431 -3.7033
F8 -2.1270 -3.6006 -0.1736
F9 0.9624 -0.5945 -2.1574
F10 -2.1107 2.5645 -1.8828
F11 1.0525 1.7577 -1.2054
F12 1.0924 1.8249 1.0713
F13 -0.1359 -4.0627 1.1353
F14 -0.9805 -1.9109 -1.0082
F15 -3.6403 0.9391 -2.1512
F16 0.1099 -4.0441 -1.1450
F17 -0.3579 2.7146 0.0551
F18 -0.9571 2.0552 -3.7166
F19 -1.3148 0.6737 -2.1409
F20 -3.4502 -1.0170 -0.0776
F21 3.0005 -0.7502 -3.2264
F22 0.6729 -2.1094 -0.0116
F23 2.1376 -2.3431 -4.6618
F24 1.2869 4.0312 1.1590
F25 1.1475 -0.2821 -4.5875
F26 -2.3656 0.2297 -4.0848
O1 0.3520 -0.3053 2.4720
O2 -4.5232 1.0960 0.3323
O3 2.1701 -0.2513 0.5439
O4 -3.1324 1.4007 3.4290
O5 -4.0528 -0.8261 1.9819
O6 -2.7175 3.1469 1.6867
N1 -2.0810 0.6254 0.9501
C1 -0.4877 -0.7369 3.5727
C2 1.7114 -0.1936 2.9433
C3 2.6234 -0.6801 1.8227
C4 3.2900 -0.4336 -0.4067
H1 -0.3807 -0.0388 4.4030
H2 3.6166 -0.2593 1.9791
H3 3.4052 0.1825 -1.2985
H4 1.8894 0.8669 3.1216
H5 3.3624 -1.5056 -0.5899
H6 2.6754 -1.7673 1.8814
H7 -0.2520 -1.7382 3.9330
H8 1.9369 -0.6461 3.9089
H9 4.2632 -0.1663 0.0048
H10 -1.5572 -0.6650 3.3750

Cartesian forces, eV/Å:
Hf -0.591 -0.020 -0.985
S -4.834 -4.087 -3.925
S 3.666 4.908 1.056
P -1.234 -2.120 -2.969
P -3.239 0.191 -0.761
P 0.734 2.592 0.591
P 0.013 -2.155 -2.992
F 1.023 -1.502 2.117
F 1.621 0.796 -0.361
F -0.215 0.519 -0.564
F 0.508 -1.570 -0.013
F -2.001 0.565 8.050
F 1.798 -0.346 0.407
F 0.412 1.324 1.029
F 1.807 -1.006 0.532
F -0.282 0.552 -0.303
F -1.164 1.608 0.109
F 0.656 -0.366 -0.366
F 1.821 -1.631 1.708
F -0.515 1.104 0.006
F -2.321 1.325 -8.308
F 0.966 -0.226 -1.824
F -1.563 1.094 1.507
F -2.406 2.334 -0.869
F -1.300 0.083 -1.239
F 1.651 -3.876 2.663
F 0.645 0.135 -2.224
F -0.234 0.407 -0.213
F 5.760 -0.841 1.888
F 0.610 0.272 0.441
F 0.068 0.355 -1.215
F 0.197 -0.904 2.242
F -0.994 1.216 0.483
O 0.115 -1.200 1.228
O 2.195 -1.812 2.751
O 2.041 0.233 -0.700
O -1.200 -0.671 -0.537
O 0.586 2.709 0.801
O -1.342 -1.424 -0.174
N -1.806 1.009 2.001
C -0.545 0.637 0.212
C -0.058 1.412 -1.334
C -0.215 -0.037 0.603
C 0.814 -0.652 0.507
H 0.417 0.148 0.076
H 0.102 -0.102 0.159
H -1.832 -0.155 -0.035
H -0.049 0.225 -0.130
H -0.288 0.161 -0.599
H 0.054 -0.226 -0.374
H 0.220 -0.115 -0.385
H -0.387 -0.728 -0.235
H -0.103 0.089 1.254
H 0.219 -0.232 -0.789

Here are the natural (NBO) charges for atoms 1 to 6, given in e: Hf 2.167; S 2.385; S 2.329; P 2.655; P 2.649; P 2.607

3.
Here is a 2-piece molecular cluster, C4H10F3N2O7S3 overall at a distorted geometry from the OMol25 dataset. Energies are from ωB97M-V/def2-TZVPD.

Results
* Kohn-Sham gap: 7.910 eV
* calculated total energy: -2288.66947 Ha
* charge: -1
* lowest unoccupied orbital energy: 0.86 eV
* HOMO energy: -7.05 eV

Positions of all 29 atoms, in Å:
S1 -0.5711 3.8770 3.1263
S2 1.7035 -5.1228 -2.7975
S3 0.1711 -3.0409 -2.5377
F1 -1.7471 4.6047 2.1150
F2 -0.8927 -3.9195 -3.3388
F3 3.1415 -5.3635 -3.4627
O1 -1.3270 3.3483 4.4030
O2 0.8855 -6.0089 -3.6186
O3 -0.2021 -3.2799 -1.1490
O4 1.9687 -5.5757 -1.4370
O5 0.3539 5.0430 3.6320
O6 0.4915 1.1751 0.4339
O7 -0.1517 -1.6989 -3.0215
N1 1.5617 -3.5770 -3.0379
N2 0.4438 2.6851 2.3613
C1 -1.7821 0.4544 -0.6678
C2 -0.1682 0.8556 -0.8411
C3 0.4508 1.3551 3.0797
C4 0.2075 2.5580 0.8752
H1 1.4884 0.8244 2.8198
H2 0.9854 3.2481 0.3048
H3 0.4537 1.4458 4.2670
H4 -1.9319 -0.6519 -0.3087
H5 -2.2828 1.1910 0.1221
H6 0.0118 1.6449 -1.6971
H7 -2.2930 0.6296 -1.7217
H8 0.3415 -0.1512 -1.2312
H9 -0.4351 0.6384 2.8143
H10 -0.8757 2.8116 0.5141

Cartesian forces, eV/Å:
S 0.801 3.403 8.246
S 1.298 -4.730 0.570
S -2.894 2.198 1.052
F 2.218 -1.803 1.047
F 0.294 -0.027 0.021
F -0.150 0.903 -0.109
O 2.220 1.049 -5.874
O 0.471 1.715 0.976
O 1.040 -0.035 -1.539
O -0.751 1.256 -1.408
O -3.390 -4.223 -3.436
O -1.040 1.897 -0.198
O 1.396 -1.510 0.325
N -0.727 0.305 0.145
N -1.954 -0.187 -0.261
C 0.366 1.057 -0.081
C -0.608 -2.166 -1.112
C 0.534 -2.013 1.664
C 0.411 -0.334 -2.859
H -2.454 1.314 0.246
H -1.665 -1.150 1.337
H -0.062 0.422 -2.770
H 0.493 2.231 -0.801
H 0.920 -1.566 -1.685
H -0.419 -1.170 1.967
H 0.986 -0.528 2.288
H -0.967 2.396 0.978
H 1.730 1.525 0.241
H 1.903 -0.227 1.031

Here are the natural (NBO) charges for atoms 1 to 6, given in e: S 2.220; S 2.460; S 2.470; F -0.470; F -0.502; F -0.512

4.
Here is a 2-piece molecular cluster, C4H10FPS overall at a distorted geometry from the OMol25 dataset. Energies are from ωB97M-V/def2-TZVPD.

Results
* Kohn-Sham gap: 8.713 eV
* calculated total energy: -997.73942 Ha
* charge: 0
* lowest unoccupied orbital energy: -1.26 eV
* HOMO energy: -9.97 eV

Positions of all 17 atoms, in Å:
S1 0.0913 2.4946 0.8863
P1 0.0525 0.7163 0.1686
F1 0.5084 -1.0203 1.8402
C1 1.3235 -0.1004 -0.8582
C2 -2.5268 -0.5283 0.5625
C3 2.6609 -0.0052 -0.0156
C4 -1.6773 0.2107 -0.4389
H1 -3.6088 -0.3651 0.2689
H2 2.5530 -0.6658 0.9363
H3 -2.1871 -1.5615 0.5759
H4 1.4496 0.4634 -1.8432
H5 -2.2558 1.0555 -0.6524
H6 -2.3701 0.0507 1.4410
H7 -1.4071 -0.3477 -1.4065
H8 3.6546 -0.2344 -0.4946
H9 0.9587 -1.2267 -1.1694
H10 2.7804 1.0644 0.1990

Cartesian forces, eV/Å:
S 0.497 -1.049 -0.316
P -1.375 -1.585 1.053
F -0.787 2.083 -2.103
C 0.912 -1.657 -1.113
C -0.687 -0.049 -1.219
C 0.198 -0.946 0.682
C 2.403 -1.550 -1.201
H 1.185 -0.721 0.295
H 0.095 1.504 -1.610
H -0.498 0.011 0.758
H -0.407 -0.492 1.263
H -0.020 1.835 -0.718
H -0.093 -0.325 1.368
H -0.733 0.629 1.296
H -1.406 -0.288 -0.185
H 0.842 2.856 1.174
H -0.126 -0.256 0.576

Here are the natural (NBO) charges for atoms 1 to 6, given in e: S -0.338; P 1.386; F -0.713; C -0.800; C -0.599; C -0.647

5.
Here is a 2-piece molecular cluster, C4H10IN overall at a distorted geometry from the OMol25 dataset. Energies are from ωB97M-V/def2-TZVPD.

Results
* Kohn-Sham gap (spin up / spin down): 8.461 / 8.142 eV
* calculated total energy: -510.63579 Ha
* charge: 0
* lowest unoccupied orbital energy (spin up / spin down): -0.33 / -0.73 eV
* HOMO energy (spin up / spin down): -8.79 / -8.87 eV

Positions of all 16 atoms, in Å:
I1 -3.3346 0.2139 0.1675
N1 -1.5691 0.1312 -0.8259
C1 -0.1721 0.7907 1.0863
C2 -0.3267 -0.1570 -0.1733
C3 0.7402 0.1410 -1.2195
C4 -0.4627 -1.6849 0.4012
H1 -1.4035 -1.6941 0.8929
H2 -0.2944 1.7038 0.6630
H3 1.4059 -0.7645 -1.5108
H4 -0.9262 0.3596 1.8806
H5 0.8937 0.6259 1.3527
H6 -1.6929 2.3805 -1.7528
H7 0.2699 0.4845 -2.1181
H8 -0.2047 -2.2434 -0.4440
H9 0.3638 -1.7155 1.1248
H10 1.3738 0.9271 -0.8909

Cartesian forces, eV/Å:
I 0.213 -0.078 0.211
N -0.549 0.248 -1.258
C 0.340 -5.172 0.766
C -1.399 -0.534 2.159
C 1.005 -2.342 -0.443
C 2.373 3.758 -0.019
H -0.752 -0.846 0.091
H -0.739 3.205 -0.277
H -1.125 1.384 0.655
H 1.607 1.611 -1.337
H -0.744 0.351 0.514
H 0.071 -0.159 0.084
H -0.296 0.056 -0.566
H -0.443 -1.679 -0.913
H -0.304 -0.446 -0.046
H 0.742 0.641 0.377

Here are the natural (NBO) charges for atoms 1 to 6, given in e: I 0.297; N -0.487; C -0.612; C 0.052; C -0.623; C -0.596

6.
Here is C4H10Li4O9S as an isolated structure at a distorted geometry from the OMol25 dataset. Energies are from ωB97M-V/def2-TZVPD.

Results
* Kohn-Sham gap: 3.994 eV
* calculated total energy: -1264.02563 Ha
* charge: -2
* lowest unoccupied orbital energy: 3.47 eV
* HOMO energy: -0.53 eV

Positions of all 28 atoms, in Å:
S1 -0.7686 2.7748 0.4963
O1 -1.7630 -0.9921 -1.4374
O2 -1.3910 3.0040 1.7913
O3 -1.1690 -0.3200 1.7835
O4 -0.4606 4.1248 -0.0463
O5 -1.6017 2.0116 -0.4358
O6 1.7586 2.2128 -1.9427
O7 2.2136 -1.0383 2.2145
O8 1.4038 -0.6157 -1.1516
O9 0.3992 2.0109 0.6643
C1 0.9174 -1.6920 2.3277
C2 -0.3342 -0.8582 2.8036
C3 -0.7851 -1.3141 -2.4170
C4 0.7973 -1.3959 -2.1684
Li1 -2.5043 0.9404 -1.9927
Li2 -0.2613 0.3610 -0.1664
Li3 -2.3652 -1.4864 0.3896
Li4 1.6837 0.9927 1.9004
H1 -1.1660 -2.2136 -2.9006
H2 1.7262 1.2770 -1.7437
H3 0.9090 -2.4251 -1.8271
H4 -0.9970 -1.4180 3.4634
H5 -0.0611 0.0209 3.3873
H6 1.7127 2.6416 -1.0882
H7 1.3541 -1.2773 -3.0979
H8 -0.9919 -0.6392 -3.2475
H9 0.7075 -2.1943 1.3833
H10 1.0369 -2.4922 3.0581

Cartesian forces, eV/Å:
S -3.065 6.822 1.523
O 0.035 0.741 1.021
O -0.967 -0.629 0.512
O -0.188 -1.566 -1.168
O 0.169 -0.881 -0.796
O -2.175 -1.859 -2.415
O 0.472 0.970 -0.831
O -2.241 0.986 0.407
O -1.966 0.529 -1.370
O 5.999 -3.595 0.825
C 1.702 1.180 0.613
C -0.699 0.690 -1.967
C -0.717 0.514 -0.849
C -0.214 0.395 2.982
Li 1.509 -0.386 1.573
Li 0.238 -0.761 0.299
Li 1.792 1.293 0.011
Li -0.518 -1.250 -0.553
H 0.613 -1.025 -0.043
H -0.128 -1.395 0.399
H 0.218 -0.854 -0.223
H 0.140 -0.795 0.525
H 0.862 0.187 0.581
H -0.415 0.111 0.268
H -0.365 -0.015 -0.795
H 0.457 1.038 -0.611
H -0.511 0.095 -0.466
H -0.039 -0.541 0.550

Here are the natural (NBO) charges for atoms 1 to 6, given in e: S 2.650; O -1.138; O -1.074; O -1.063; O -1.099; O -1.206